Entry w
The following is a quantum chemistry calculation of a 2-piece molecular cluster, C10H14N3S overall, from the Open Molecules 2025 dataset.

The geometry in ORCA input format:
```
! RIJCOSX wB97M-V def2-TZVPD def2/J DEFGRID3
* xyz 1 1
N 1.69179 0.36662 0.35603
C -0.05967 1.78689 -0.37924
C -1.93945 -3.25231 0.32609
H 0.15243 1.49687 -1.41448
C 2.95068 -0.87376 -1.47895
H -1.87468 0.81896 2.91631
H -3.09024 1.86219 1.28258
H 1.85131 0.91040 -1.72925
H 3.24859 1.20227 -0.79394
H -2.06347 -4.38492 0.50295
H 0.53126 0.10277 2.63768
N -2.34042 -1.26290 -0.43680
C 0.46564 0.80574 0.56440
C -0.09156 0.57172 1.85843
H 3.87395 -1.30285 -1.06795
N -2.84398 -2.50859 -0.16394
H -3.01760 -0.76048 -0.86444
C -1.44434 2.25891 -0.06371
H -1.77061 2.92397 -0.95772
C -1.39389 0.95993 2.00171
H 0.73882 2.51609 -0.46901
H 2.13066 -0.13624 1.21826
S -0.41607 -2.49081 0.33154
H 3.16866 -0.85363 -2.62650
C -1.05896 -1.02389 -0.25888
H 2.26415 -1.82803 -1.34226
C 2.44402 0.42564 -0.92998
C -2.10704 1.66946 0.98110
*
```

Lowest unoccupied orbital energy in eV: -4.244
Highest occupied orbital energy in eV: -12.561

These are the Mulliken partial charges, in e, on atoms 1 to 6: N -0.046; C -0.742; C -0.104; H 0.518; C -1.098; H 0.513



Entry x
The following is a quantum chemistry calculation of an isolated ion of composition C10H14N3S and charge +1, from the Open Molecules 2025 dataset.

The geometry in ORCA input format:
```
! RIJCOSX wB97M-V def2-TZVPD def2/J DEFGRID3
* xyz 1 1
C -0.12928 2.41166 -1.39844
H 1.61500 -0.39727 0.69122
H 1.70342 0.21984 -2.85174
H -0.68111 4.45060 -1.56422
C -1.07146 2.60412 1.21503
H -1.53409 4.61978 0.75093
N 0.09375 -1.77859 0.14969
C -0.53273 1.35692 0.75436
N 0.34437 -2.57145 1.24558
C -0.26597 -3.91022 1.09746
H 1.35294 -2.67013 1.46971
H 1.95073 -1.36964 -0.76606
S -0.91679 -0.46409 2.94000
H -1.30293 -3.77433 0.79766
C -0.65640 0.31555 1.61587
C -0.00995 1.26185 -0.58423
H 0.62439 -1.17329 -2.62235
N 0.61244 0.16619 -1.05086
H 0.26627 2.38711 -2.40008
H -0.20997 -4.45466 2.03681
H -0.06076 0.39519 -3.02542
C -0.65672 3.58155 -0.92466
C 0.73066 -0.09965 -2.46824
C 1.14686 -0.86571 -0.19582
H -1.43142 2.64897 2.23132
C -1.13240 3.68524 0.39424
H 0.25278 -4.46254 0.31603
H -0.10164 -2.11305 2.14622
*
```

Lowest unoccupied orbital energy (spin up / spin down) in eV: -4.646 / -4.646
Highest occupied orbital energy (spin up / spin down) in eV: -11.780 / -11.779

These are the Mulliken partial charges, in e, on atoms 1 to 6: C -0.756; H 0.500; H 0.314; H 0.417; C -0.649; H 0.409



Q: Which of them is the most stable? A: entry x.